Entry from OMol25: C56H126F6MgNO31S2 as an isolated structure in a non-equilibrium geometry (ωB97M-V/def2-TZVPD).

Last column: Mulliken charge in e.
Geometry (Å):
H  5.823501  5.910858  0.335577  0.206
O  2.941509  -9.228928  12.020089  -0.297
H  9.698703  -1.001260  7.887311  0.437
C  4.914741  -0.401493  -1.659446  -0.734
H  5.900323  -0.994512  -14.278958  0.277
H  1.554481  -9.555610  4.912342  0.265
H  5.577916  3.590596  -4.318382  0.275
H  1.279340  -9.719947  13.090683  0.278
C  -6.493262  -0.475711  6.025200  -0.605
O  8.898302  5.529542  -0.356956  -0.215
H  3.319698  -0.163698  8.069674  0.325
C  3.512841  -1.183936  7.738131  -0.829
H  9.664695  -0.463108  6.341453  0.366
H  4.210061  6.274954  1.142468  0.349
C  -5.224704  -12.720964  0.262885  -0.434
C  9.080341  -4.095634  4.595774  -0.752
C  5.749984  4.559185  -3.848973  -0.742
H  5.674224  5.390600  -4.549769  0.390
C  9.842510  6.398672  0.269593  -0.843
H  -8.928484  12.085463  0.908805  0.281
O  8.909104  -2.811507  5.131162  -0.240
H  -4.331859  -2.396133  9.541839  0.243
O  -6.077798  -3.995869  6.301202  -0.259
H  -4.720998  2.728220  -7.420353  0.306
H  0.744991  0.591072  -10.346839  0.272
H  -5.796251  8.850469  -5.301586  0.382
O  -7.584789  -1.384425  6.118725  -0.329
C  6.064592  -1.102368  -13.206814  -0.811
H  4.094905  6.420312  -3.650663  0.371
H  5.623865  -0.368949  8.993299  0.372
H  -9.192971  17.606223  -5.058099  0.307
O  -0.011312  2.374616  2.601337  -0.637
H  -3.483020  -13.863966  0.816961  0.345
H  -5.124367  -5.794404  5.771085  0.362
C  -8.318351  11.488442  0.231015  -0.713
C  -10.642432  13.122152  -1.218320  -0.386
H  -6.929256  6.838836  -5.399525  0.349
H  -4.418779  -10.055097  -1.458530  0.245
C  3.090001  -7.576064  8.003537  -0.566
H  6.713784  -1.977254  -13.241887  0.341
H  2.754962  -1.416144  6.989928  0.297
C  -4.833609  -10.570654  -0.592379  -0.784
H  -2.609149  -15.374728  -3.448384  0.363
C  5.522168  2.794857  2.622112  -0.667
C  -4.493930  -14.040465  0.449527  -0.721
C  -1.021792  -0.860696  -0.215174  0.680
H  4.592714  4.782714  2.843784  0.473
H  7.738715  -1.420452  9.177058  0.357
H  -5.455769  6.233240  -4.618175  0.333
C  7.172838  -1.640268  8.271742  -0.419
H  -5.484050  -5.562178  8.298204  0.347
H  -4.061447  -4.276485  5.936790  0.312
H  2.122316  -7.211087  8.347749  0.342
H  -4.639460  -18.513264  -3.726204  0.272
C  1.663147  -8.695994  5.573664  -0.687
C  9.508459  -2.628650  6.381073  -0.570
H  0.117146  3.523218  -10.234881  0.288
H  10.552134  5.853377  0.891831  0.353
H  -10.033270  11.641913  -2.506262  0.294
H  -4.482171  -10.203221  0.371772  0.291
C  2.690819  -9.611521  10.656922  -0.279
O  4.784644  -1.399956  -12.773764  -0.290
H  4.152790  -8.182211  10.369320  0.380
O  -4.532920  -14.862679  -0.669706  -0.338
H  -10.832110  18.152383  -4.647615  0.321
H  -8.680153  10.468518  0.361226  0.309
C  5.672821  -1.350010  8.520822  -0.683
H  -4.524178  -13.984391  -2.498459  0.261
F  -0.126167  -0.990000  0.776593  -0.217
H  8.719113  2.643844  -2.190456  0.392
C  5.242198  0.546808  1.891624  -0.718
H  1.308814  4.303106  -11.112570  0.266
C  7.105677  4.585682  -3.251931  -0.530
O  -5.571781  5.813860  -6.620836  -0.254
H  -10.685564  17.126468  -5.902526  0.296
H  -5.829567  -3.273868  8.967795  0.272
H  4.290829  -1.284928  -1.523915  0.297
O  7.784225  -0.875776  7.251890  -0.298
H  6.240346  4.654774  2.185315  0.257
O  3.592160  -8.892811  8.365844  -0.281
C  -4.623316  -5.212998  7.727848  -0.586
H  8.636435  -4.785781  5.313239  0.321
C  -10.463947  15.407106  -1.779994  -0.636
O  1.876786  2.384024  -10.806212  -0.309
H  5.050025  -1.284656  0.744189  0.431
Mg  3.858038  2.770816  -0.730223  1.507
H  10.224830  4.057165  -0.843453  0.477
H  -6.454391  -3.909473  4.218329  0.417
O  -8.548085  11.859140  -1.144642  -0.320
C  -4.836608  -2.900269  8.717713  -0.242
F  -2.249322  -1.187835  0.200161  -0.188
H  -7.251546  2.490171  -10.115707  0.262
H  7.083812  -2.719293  8.145822  0.240
C  -5.864385  4.419359  -6.472440  -0.500
H  -11.553461  15.416569  -1.811000  0.335
O  -9.986917  14.078153  -2.061392  -0.266
F  -2.685028  3.924589  2.571248  -0.218
C  2.698130  0.121873  -10.692832  -0.239
O  -6.415186  2.820730  -8.251360  -0.346
O  5.207361  1.917668  1.583585  -0.332
H  -4.972227  -14.662931  1.205759  0.356
H  -5.897594  -10.395928  -0.752078  0.313
H  -10.014808  17.321301  -2.413634  0.394
H  2.646084  -6.495767  6.291009  0.337
C  -9.862582  16.338296  -2.859325  -0.473
C  9.333634  4.518251  -1.269193  -0.703
S  -0.893195  2.128139  1.506189  0.910
S  -0.917092  0.950525  -0.905240  0.963
H  -2.550833  -16.219422  -1.895249  0.339
O  2.377804  -1.190613  -11.147049  -0.333
C  3.822388  -9.059291  9.812836  -0.689
C  -2.072993  3.702212  1.398313  0.649
H  5.989001  0.227400  2.618515  0.412
O  -4.077921  -4.099666  8.444511  -0.435
H  2.895756  0.012366  -9.626508  0.271
C  8.320784  3.430600  -1.549792  -0.540
C  5.481896  -0.285610  0.685076  -0.588
H  6.470842  -0.241122  -12.676422  0.307
H  -8.362835  -3.164951  5.229426  0.358
C  -6.340414  -3.212064  5.048231  -0.657
H  8.548029  -4.275591  3.661774  0.223
H  -6.517107  0.121790  6.936523  0.238
H  4.687002  -9.700539  9.984170  0.342
C  1.510794  0.979613  -11.018175  -0.465
H  -6.272433  -12.835443  -0.015093  0.323
H  -6.033626  1.437885  -9.768234  0.275
H  -3.685674  10.157120  -5.560425  0.309
H  6.539193  -0.302297  0.420619  0.339
H  -10.181894  15.744963  -0.782794  0.388
H  -4.907889  -2.342674  7.783845  -0.051
C  -3.209656  -15.724077  -2.608481  -0.636
H  -3.676340  -18.473429  -2.268611  0.319
H  4.517539  0.241186  -2.445129  0.259
H  7.759379  4.052348  -3.942096  0.461
H  1.799733  -9.123980  10.261495  0.239
H  2.658903  -10.701020  10.648795  0.308
H  5.275977  -2.036451  9.268764  0.398
C  -7.581448  -2.411306  5.131785  -0.581
H  -5.482701  -2.617129  4.734407  0.416
H  5.449536  -2.794199  -11.301127  0.472
H  4.350765  0.190956  2.408166  0.376
H  1.258975  0.684859  -12.036902  0.310
H  3.159022  5.142395  -4.125920  0.384
H  3.605951  -2.479324  -9.911325  0.352
H  -4.988256  4.346168  -8.334459  0.343
H  -2.994215  -18.123089  -3.831692  0.313
C  -3.867861  -17.947574  -3.203966  -0.781
C  3.350472  -7.294692  6.522653  -0.455
H  2.346580  -11.022709  12.810436  0.320
C  3.670189  5.506655  -3.234782  -0.994
H  5.928903  -0.664081  -1.960474  0.302
O  -3.726135  8.157912  -5.289533  -0.318
H  -10.409772  13.330954  -0.174108  0.235
F  -3.092519  3.437920  0.573943  -0.202
O  3.043589  -8.395645  5.595375  -0.383
H  2.932247  -9.789210  13.914205  0.241
O  -4.554024  -11.916861  -0.731814  -0.262
H  6.594564  2.719315  2.801940  0.366
F  -1.426526  4.790999  1.047016  -0.228
H  -5.609394  3.107916  -10.245970  0.302
H  1.077568  -7.947021  5.040517  0.311
H  -11.687353  13.108017  -1.528224  0.381
C  -4.911818  -4.859731  6.290041  -0.383
C  -5.375517  3.557115  -7.689860  -0.410
H  -6.598467  0.215031  5.188600  0.280
O  4.793546  4.791059  -2.773849  -0.134
H  4.397244  -6.995572  6.468776  0.300
C  5.238162  4.226677  2.163843  -0.508
H  10.569143  -2.754740  6.163867  0.476
H  8.239713  3.017795  -0.544239  0.198
C  -5.109777  8.113923  -5.719146  -0.528
C  -3.765473  -14.451009  -1.870182  -0.358
H  -2.886948  9.062450  -6.830453  0.286
C  -5.853428  6.707463  -5.515434  -0.552
H  4.870909  2.633262  3.481095  0.339
H  -6.942851  4.335941  -6.338114  0.326
C  4.769493  5.654453  0.442380  -0.472
H  10.238179  7.126569  -0.438728  0.324
C  2.341571  -9.951642  13.012643  -0.705
F  -0.686310  -1.702434  -1.217453  -0.235
N  0.060959  1.930985  0.167922  -0.348
O  -10.486563  16.187074  -4.105925  -0.291
C  3.410844  -2.181905  -10.941659  -0.648
C  0.810715  3.335314  -11.054476  -0.742
O  4.768755  4.288401  0.789198  0.107
H  2.971210  -3.085420  -11.364132  0.364
C  4.852038  -1.898113  -11.468851  -0.578
H  -7.263256  11.546181  0.498523  0.255
O  7.061945  3.840787  -2.005292  -0.159
H  -5.220494  8.321401  -6.783467  0.332
O  4.792913  0.320480  -0.438483  -0.158
H  1.188590  -8.952872  6.520717  0.256
H  5.295303  -1.143835  -10.818713  0.345
H  -3.848569  -5.977802  7.782099  0.328
H  -10.369484  10.913082  -0.878721  0.419
H  3.811961  -6.920093  8.489934  0.424
H  -5.522749  -0.971048  5.996131  0.198
H  -3.046466  -13.687212  -1.573957  0.398
H  0.326139  3.229585  -12.025095  0.310
O  -0.193024  0.925629  -2.197798  -0.685
C  -6.272317  2.493291  -9.636960  -0.703
H  9.646426  5.055470  -2.164558  0.371
C  9.161688  -1.205527  6.961029  -0.742
H  3.143355  -1.857582  8.511285  0.324
H  -5.363671  4.047406  -5.578551  0.269
H  -8.797681  16.118473  -2.935204  0.304
H  -7.675509  -2.003676  4.125258  0.357
O  -2.262526  1.373495  -0.964375  -0.550
H  4.360642  5.822272  -0.554006  -0.006
C  -9.939942  11.752252  -1.425887  -0.619
H  3.593912  0.420528  -11.237337  0.241
H  2.856251  5.661200  -2.526470  0.370
H  10.138493  -4.303243  4.436754  0.301
H  -2.101504  9.347805  -5.267413  0.218
C  -10.227622  17.289420  -4.926895  -0.814
C  -3.062261  9.290143  -5.779016  -0.682
O  -1.769808  0.983405  1.805623  -0.614
O  4.844352  -1.510922  7.382420  -0.265
H  7.539259  5.569612  -3.073088  0.322
H  9.378941  7.023616  1.032905  0.252
H  -5.286186  -12.215799  1.226804  0.475
O  -4.211933  -16.578645  -3.085236  -0.301
H  9.302763  -3.361337  7.161433  0.360

Cartesian forces (eV/Å) of the 6 atoms listed first:
H 0.0 0.6 0.3
O 1.1 1.2 -2.0
H 0.3 -0.8 0.4
C -0.7 -0.2 0.0
H 0.4 1.1 -0.1
H 0.2 -0.3 0.2

As for the spin multiplicity: 1. As for the energy above the lowest of the compared OMol25 structures with the same formula, charge and spin: 8.560 eV. For the molecular weight, the calculation gives 1512.027 g mol⁻¹. Its HOMO energy is -10.02 eV. As for the charge: +1. For the HOMO-LUMO gap, the calculation gives 3.378 eV.